[1]
Computed, not measured: C3H5FS as an isolated structure, with ωB97M-V with the def2-TZVPD basis set.

Atoms and positions in Å:
C  -0.636  0.673  0.188
C  0.580  0.013  0.160
C  1.769  0.444  -0.229
H  -2.875  -0.105  1.528
H  -0.847  1.269  1.164
H  -0.652  1.676  -0.369
H  0.547  -1.363  0.399
H  2.074  1.294  -0.779
F  2.827  -0.506  0.078
S  -2.123  -0.313  -0.210

Computed properties:
Total charge ... 0
Relative energy (zero: lowest compared OMol25 entry of this formula, charge and spin) ... 397.8 kJ/mol



[2]
Computed, not measured: one molecule with the formula C3H2N2O2, with ωB97M-V with the def2-TZVPD basis set.

Atoms and positions in Å:
O  -1.430  0.222  -1.415
C  -1.459  -0.189  -0.298
C  -0.268  1.261  0.760
N  0.860  1.056  0.426
C  1.493  -0.096  -0.006
N  0.818  -1.180  -0.100
O  -0.486  -1.060  0.331
H  -2.299  -0.172  0.406
H  2.547  -0.071  -0.266

Computed properties:
Total charge ... 0
Relative energy (zero: lowest compared OMol25 entry of this formula, charge and spin) ... 392.5 kJ/mol



[3]
Computed, not measured: a 3-piece molecular cluster, C12H29Cl2O2PS2 overall, with ωB97M-V with the def2-TZVPD basis set.

Atoms and positions in Å:
C  6.185  -1.130  0.818
C  6.439  -0.257  -0.411
C  5.431  0.903  -0.500
C  4.274  0.562  -1.447
C  3.024  1.419  -1.211
P  1.470  0.330  -1.117
C  -0.044  -0.858  -0.949
Cl  0.127  -2.380  -1.784
C  -1.168  -0.629  -0.251
C  -2.316  -1.582  -0.102
Cl  -1.285  0.901  0.577
H  5.291  -1.730  0.644
H  5.996  -0.528  1.701
H  6.997  -1.830  0.995
H  6.311  -0.868  -1.303
H  7.468  0.092  -0.388
H  5.941  1.790  -0.872
H  5.020  1.116  0.483
H  3.998  -0.474  -1.216
H  4.598  0.642  -2.478
H  3.086  1.930  -0.249
H  2.910  2.196  -1.967
H  1.915  -0.450  -2.218
H  1.820  -0.027  0.216
H  0.611  1.408  -1.411
H  -2.953  -1.321  0.736
H  -1.875  -2.548  0.119
H  -2.867  -1.662  -1.034
C  -3.105  3.814  -0.217
S  -2.099  4.975  -1.144
O  -0.965  5.365  -0.268
C  -3.281  6.329  -1.106
H  -2.521  2.903  -0.088
H  -3.351  4.236  0.758
H  -4.015  3.591  -0.775
H  -3.511  6.584  -0.071
H  -4.186  6.035  -1.638
H  -2.827  7.184  -1.603
C  -5.831  -4.840  2.695
S  -4.205  -4.096  2.875
O  -4.364  -2.634  2.666
C  -3.528  -4.778  1.356
H  -6.442  -4.510  3.532
H  -6.281  -4.514  1.758
H  -5.736  -5.926  2.718
H  -4.133  -4.460  0.507
H  -3.510  -5.866  1.423
H  -2.513  -4.406  1.240

Computed properties:
Electronic energy ... -2683.0380 hartree
Total charge ... 0



[4]
Computed, not measured: one molecule with the formula C6H9N, with ωB97M-V with the def2-TZVPD basis set.

Atoms and positions in Å:
C  -2.539  -0.386  0.089
C  -1.123  0.115  0.035
C  -0.639  1.373  0.197
C  0.799  1.322  0.094
C  1.142  0.022  -0.056
C  2.439  -0.721  -0.030
N  -0.022  -0.756  -0.147
H  -2.571  -1.416  0.461
H  -3.136  0.239  0.768
H  -3.028  -0.365  -0.893
H  -1.223  2.264  0.396
H  1.489  2.147  0.168
H  2.352  -1.734  -0.450
H  3.239  -0.190  -0.550
H  2.720  -0.840  1.023
H  0.101  -1.076  -1.106

Computed properties:
Total charge ... 0
Structure (SMILES) ... Cc1ccc(C)[nH]1
Relative energy (zero: lowest compared OMol25 entry of this formula, charge and spin) ... 73.5 kJ/mol



[5]
Computed, not measured: a 5-piece molecular cluster, H10O5 overall, with ωB97M-V with the def2-TZVPD basis set.

Atoms and positions in Å:
O  2.031  -1.021  -1.847
H  2.497  -0.489  -2.504
H  2.641  -1.553  -1.556
O  -2.371  -1.057  1.642
H  -1.711  -0.899  0.868
H  -3.125  -1.076  1.096
O  -0.101  -0.090  0.002
H  0.280  0.702  0.600
H  0.581  -0.660  -0.373
O  -1.386  0.807  -2.125
H  -2.304  1.080  -2.076
H  -0.932  0.184  -1.403
O  1.226  1.136  2.244
H  1.805  1.826  2.252
H  0.866  1.104  3.181

Computed properties:
Total charge ... 0
Structure (SMILES) ... O.O.O.O.O
Relative energy (zero: lowest compared OMol25 entry of this formula, charge and spin) ... 199.7 kJ/mol



[6]
Computed, not measured: C22H30BN9O4RuS2Se as an isolated structure, with ωB97M-V with the def2-TZVPD basis set.

Atoms and positions in Å:
Ru  -0.013  0.227  0.638
C  2.570  3.686  3.512
O  2.019  2.360  3.580
C  1.037  1.980  2.798
O  0.652  0.820  2.772
N  0.438  2.869  1.981
N  -0.549  2.348  1.128
H  3.450  3.663  4.145
H  1.872  4.429  3.901
H  2.865  3.932  2.491
H  0.523  3.864  2.108
H  -0.468  2.817  0.234
H  -1.474  2.522  1.510
C  1.378  -2.861  2.462
N  0.295  -3.443  1.691
C  -0.517  -4.471  2.083
C  -1.394  -4.681  1.073
N  -1.129  -3.792  0.063
B  -1.964  -3.833  -1.280
N  -1.979  -2.414  -1.949
C  -1.374  -2.100  -3.125
C  -1.495  -0.758  -3.335
N  -2.184  -0.258  -2.270
C  -2.540  1.130  -2.041
C  -2.457  -1.287  -1.424
S  -3.490  -1.169  -0.030
C  -0.088  -3.040  0.453
S  0.771  -1.807  -0.409
H  1.369  -3.291  3.460
H  1.255  -1.780  2.532
H  2.335  -3.074  1.989
H  -0.405  -4.962  3.034
H  -2.186  -5.404  0.987
H  -1.431  -4.581  -2.041
H  -3.083  -4.120  -0.982
H  -0.903  -2.856  -3.728
H  -1.113  -0.143  -4.132
H  -2.392  1.695  -2.958
H  -1.920  1.556  -1.245
H  -3.583  1.200  -1.745
O  3.787  2.502  -6.546
C  3.519  1.219  -6.079
N  3.599  1.140  -4.619
C  2.527  1.003  -3.823
O  1.370  0.935  -4.216
C  2.803  0.899  -2.345
C  3.934  0.308  -1.793
C  4.023  0.179  -0.414
C  2.979  0.627  0.369
N  1.882  1.203  -0.150
C  1.809  1.331  -1.481
H  3.003  3.058  -6.502
H  4.290  0.569  -6.489
H  2.535  0.849  -6.361
H  4.498  1.349  -4.215
H  4.731  -0.068  -2.423
H  4.886  -0.279  0.050
H  3.012  0.529  1.448
H  0.927  1.816  -1.883
Se  -2.062  -0.956  1.705
C  -3.241  0.031  2.873
C  -4.128  0.994  2.424
C  -4.939  1.606  3.375
N  -4.882  1.309  4.664
C  -4.019  0.397  5.085
C  -3.165  -0.281  4.220
H  -4.218  1.255  1.377
H  -5.664  2.356  3.081
H  -4.015  0.180  6.146
H  -2.480  -1.032  4.593

Computed properties:
Total charge ... +2
Relative energy (zero: lowest compared OMol25 entry of this formula, charge and spin) ... 82.4 kJ/mol



[7]
Computed, not measured: a 2-piece molecular cluster, C3H10N4O overall, with ωB97M-V with the def2-TZVPD basis set.

Atoms and positions in Å:
C  -2.001  0.403  -0.645
C  -1.375  -0.917  -1.012
N  -1.164  -1.801  0.002
O  -1.083  -1.195  -2.159
H  -1.266  1.194  -0.784
H  -2.312  0.467  0.398
H  -2.859  0.569  -1.293
H  -1.286  -1.562  0.968
H  -0.776  -2.695  -0.248
N  1.206  1.469  1.740
C  1.505  0.807  0.686
N  1.985  -0.511  0.644
N  1.422  1.422  -0.530
H  1.520  0.983  2.576
H  1.970  -0.888  1.580
H  1.524  -1.129  -0.011
H  1.630  0.962  -1.395
H  1.359  2.422  -0.517

Computed properties:
Total charge ... 0
Structure (SMILES) ... CC(N)=O.N=C(N)N
Relative energy (zero: lowest compared OMol25 entry of this formula, charge and spin) ... 18.3 kJ/mol



[8]
Computed, not measured: one molecule with the formula C4H5PS, with ωB97M-V with the def2-TZVPD basis set.

Atoms and positions in Å:
C  -0.717  0.013  -1.553
C  -0.526  0.386  -0.081
S  -1.124  1.702  0.589
C  0.337  -0.527  0.756
C  1.426  -0.135  1.649
P  0.072  -0.350  2.591
H  -0.457  0.948  -2.183
H  -1.733  -0.350  -1.845
H  -0.019  -0.808  -1.790
H  0.503  -1.480  0.351
H  2.240  0.602  1.517

Computed properties:
Total charge ... 0
Structure (SMILES) ... CC(=S)[C@H]1C=P1
Relative energy (zero: lowest compared OMol25 entry of this formula, charge and spin) ... 118.0 kJ/mol



[9]
Computed, not measured: one molecule with the formula C10H19PSi, with ωB97M-V with the def2-TZVPD basis set.

Atoms and positions in Å:
C  -0.934  0.172  -0.705
C  -1.399  -0.975  -1.247
C  -0.526  -2.608  0.380
C  0.124  0.330  0.257
C  -1.359  -2.431  -0.832
C  -0.914  -3.187  -2.062
C  -2.838  -2.867  -0.363
C  1.544  2.759  -0.986
C  2.583  1.885  1.801
C  -0.075  3.041  1.798
Si  1.045  1.904  0.688
P  -0.598  -3.133  1.944
H  -1.053  1.020  -1.359
H  -2.011  -0.788  -2.131
H  0.370  -0.625  0.816
H  -1.551  -3.057  -3.010
H  -1.038  -4.349  -2.014
H  0.049  -2.909  -2.136
H  -2.826  -3.919  -0.337
H  -3.525  -2.537  -1.059
H  -2.938  -2.396  0.657
H  0.831  2.942  -1.783
H  2.058  3.656  -1.153
H  2.260  2.143  -1.499
H  2.446  2.531  2.680
H  2.823  0.869  2.244
H  3.410  2.176  1.305
H  -1.095  2.971  1.617
H  0.158  2.828  2.838
H  0.205  4.009  1.679
H  0.560  -2.640  2.600

Computed properties:
Total charge ... 0
Relative energy (zero: lowest compared OMol25 entry of this formula, charge and spin) ... 384.7 kJ/mol



[10]
Computed, not measured: a 2-piece molecular cluster, CH3BrFOP overall, with ωB97M-V with the def2-TZVPD basis set.

Atoms and positions in Å:
C  0.253  -0.175  0.052
O  0.610  -1.468  0.341
F  1.627  -3.543  0.580
P  1.479  -2.452  -0.576
Br  3.496  0.919  -0.110
H  0.866  0.599  0.603
H  -0.643  0.113  0.582
H  0.102  0.122  -0.894

Computed properties:
Total charge ... 0
Relative energy (zero: lowest compared OMol25 entry of this formula, charge and spin) ... 394.9 kJ/mol



[11]
Computed, not measured: a 2-piece molecular cluster, C2H3Cl2O2S overall, with ωB97M-V with the def2-TZVPD basis set.

Atoms and positions in Å:
C  1.913  0.176  -0.066
C  -0.753  0.591  0.084
O  -1.569  -1.672  1.280
O  -1.360  -1.688  -1.176
S  -1.857  -0.979  0.016
Cl  -1.152  1.584  1.447
Cl  -1.008  1.472  -1.402
H  1.696  -0.641  -0.711
H  2.018  0.001  0.982
H  2.073  1.156  -0.454

Computed properties:
Total charge ... -1
Relative energy (zero: lowest compared OMol25 entry of this formula, charge and spin) ... 294.3 kJ/mol



[12]
Computed, not measured: a 2-piece molecular cluster, C9H8NO5 overall, with ωB97M-V with the def2-TZVPD basis set.

Atoms and positions in Å:
C  -3.828  0.760  1.159
C  -3.526  -0.273  0.326
C  -2.905  1.762  1.390
C  -2.323  -0.307  -0.425
C  -1.670  1.745  0.672
C  -1.366  0.803  -0.241
C  3.411  -0.092  1.210
C  3.063  -2.474  -1.580
C  1.323  -0.715  -1.396
N  2.150  0.319  -1.216
O  2.418  0.273  1.781
O  1.939  1.531  -1.501
O  4.499  -0.495  1.396
O  3.253  0.051  -0.531
O  1.943  -1.953  -1.192
H  -4.733  0.910  1.602
H  -4.345  -0.969  0.132
H  -3.166  2.584  2.023
H  -1.922  -1.209  -0.900
H  -0.962  2.481  1.054
H  -0.387  0.736  -0.530
H  3.197  -3.566  -1.524
H  3.938  -1.904  -1.709

Computed properties:
Total charge ... -1
Relative energy (zero: lowest compared OMol25 entry of this formula, charge and spin) ... 520.7 kJ/mol



[13]
Computed, not measured: an isolated ion of composition C5H11NO and charge +1, with ωB97M-V with the def2-TZVPD basis set.

Atoms and positions in Å:
C  -0.515  -0.630  1.446
N  0.377  0.222  0.677
C  1.802  -0.227  0.765
C  -0.528  -0.554  -1.607
C  -0.013  0.592  -0.680
C  -1.087  1.697  -0.518
O  -2.204  1.562  -0.915
H  -0.976  -1.358  0.788
H  0.027  -1.178  2.215
H  -1.270  -0.031  1.959
H  2.431  0.634  0.592
H  1.829  -1.046  0.035
H  1.945  -0.760  1.696
H  0.261  -0.855  -2.282
H  -1.409  -0.168  -2.103
H  -0.726  -1.443  -1.015
H  0.898  0.960  -1.140
H  -0.843  2.582  0.086

Computed properties:
Total charge ... +1
Spin multiplicity ... 2
Relative energy (zero: lowest compared OMol25 entry of this formula, charge and spin) ... 189.8 kJ/mol



[14]
Computed, not measured: a 13-piece molecular cluster, C72H74F10O6 overall, with ωB97M-V with the def2-TZVPD basis set.

Atoms and positions in Å:
F  10.911  12.405  10.461
C  11.227  12.958  11.572
C  12.487  13.515  11.628
C  12.989  14.020  12.846
C  12.149  13.981  13.936
C  10.853  13.487  13.909
C  10.407  12.967  12.710
H  13.021  13.403  10.675
H  13.855  14.621  12.926
H  12.473  14.405  14.860
H  10.267  13.469  14.772
H  9.403  12.643  12.572
F  7.891  18.451  18.932
C  8.501  17.510  18.201
C  7.722  16.641  17.430
C  8.370  15.840  16.560
C  9.746  15.879  16.393
C  10.462  16.786  17.167
C  9.853  17.581  18.176
H  6.682  16.766  17.481
H  7.793  15.130  15.906
H  10.240  15.226  15.689
H  11.552  16.906  16.919
H  10.470  18.373  18.747
F  12.294  9.845  14.419
C  11.465  9.230  13.474
C  10.599  8.219  13.848
C  9.938  7.583  12.762
C  10.080  8.004  11.477
C  10.940  9.071  11.179
C  11.634  9.673  12.177
H  10.326  7.907  14.843
H  9.092  6.859  13.051
H  9.404  7.646  10.673
H  11.136  9.363  10.153
H  12.388  10.472  11.999
F  15.674  9.644  24.289
C  14.726  10.515  23.884
C  14.528  10.858  22.589
C  13.487  11.776  22.383
C  12.870  12.400  23.409
C  12.995  11.945  24.702
C  13.967  10.950  24.950
H  15.022  10.454  21.724
H  13.263  12.076  21.329
H  12.127  13.114  23.120
H  12.397  12.334  25.507
H  14.238  10.477  25.829
F  16.350  15.727  15.934
C  17.720  15.959  16.091
C  18.503  15.000  16.697
C  19.782  15.332  17.115
C  20.322  16.541  16.769
C  19.574  17.462  16.054
C  18.241  17.198  15.713
H  18.002  14.130  17.044
H  20.432  14.708  17.736
H  21.271  16.941  17.054
H  19.980  18.415  15.765
H  17.514  17.805  15.192
F  15.712  17.375  23.287
C  14.509  17.863  22.898
C  14.297  18.005  21.523
C  13.207  18.825  21.146
C  12.296  19.238  22.137
C  12.426  18.851  23.457
C  13.567  18.198  23.854
H  15.025  17.549  20.801
H  13.139  19.057  20.093
H  11.418  19.899  21.747
H  11.583  19.196  24.073
H  13.846  18.106  24.909
F  21.380  14.590  20.877
C  20.095  14.230  21.120
C  19.758  12.902  21.061
C  18.461  12.544  21.305
C  17.505  13.484  21.677
C  17.889  14.810  21.745
C  19.206  15.237  21.467
H  20.425  12.122  20.769
H  18.103  11.512  21.252
H  16.493  13.304  22.009
H  17.268  15.544  22.281
H  19.547  16.226  21.747
F  11.149  14.914  22.176
C  10.242  15.722  22.684
C  9.748  15.422  23.984
C  8.727  16.218  24.464
C  8.424  17.387  23.740
C  8.893  17.590  22.467
C  9.856  16.734  21.886
H  10.156  14.564  24.494
H  8.434  15.966  25.473
H  7.840  18.147  24.213
H  8.566  18.476  21.963
H  10.305  16.992  20.948
F  18.393  20.373  21.773
C  17.631  19.811  20.817
C  18.005  18.634  20.135
C  17.251  18.246  19.054
C  16.087  18.966  18.722
C  15.698  20.004  19.472
C  16.463  20.471  20.547
H  18.911  18.093  20.413
H  17.609  17.331  18.598
H  15.510  18.685  17.832
H  14.745  20.444  19.160
H  16.252  21.403  21.014
F  10.714  12.314  16.666
C  10.588  11.923  17.993
C  9.732  12.667  18.761
C  9.574  12.374  20.138
C  10.271  11.365  20.682
C  11.148  10.650  19.872
C  11.236  10.820  18.529
H  9.288  13.562  18.372
H  8.922  12.927  20.771
H  10.154  11.189  21.756
H  11.649  9.766  20.234
H  11.859  10.223  17.863
O  14.607  11.320  18.499
C  14.251  12.057  17.586
O  14.232  13.427  17.653
C  14.521  13.987  18.947
C  13.744  15.266  18.953
C  13.887  11.533  16.271
H  15.631  14.186  18.977
H  14.338  13.367  19.734
H  12.719  15.040  18.676
H  14.136  16.004  18.254
H  13.707  15.740  19.940
H  13.829  10.405  16.453
H  14.702  11.689  15.542
H  12.988  11.994  15.908
O  13.346  20.415  17.439
C  13.951  20.789  16.472
O  13.910  20.142  15.294
C  12.996  18.977  15.175
C  13.856  17.704  15.271
C  14.787  22.010  16.473
H  12.464  19.067  14.248
H  12.240  18.943  15.948
H  14.309  17.602  16.270
H  14.635  17.883  14.481
H  13.187  16.822  14.990
H  15.014  22.352  17.458
H  14.323  22.748  15.878
H  15.723  21.791  16.057
O  17.658  11.935  16.990
C  17.340  10.993  16.336
O  17.118  10.957  14.989
C  17.462  12.116  14.193
C  17.172  11.724  12.724
C  17.017  9.661  16.841
H  18.514  12.312  14.252
H  16.848  12.958  14.415
H  16.104  11.554  12.567
H  17.653  10.839  12.392
H  17.467  12.586  12.138
H  17.774  9.223  17.493
H  16.701  8.948  16.043
H  16.237  9.582  17.560

Computed properties:
Electronic energy ... -4237.9786 hartree
Total charge ... 0